#1
Density functional theory data (ωB97M-V with the def2-TZVPD basis set) for C31H31BF4I2N6O2V as an isolated structure.

XYZ file:
```
78
Properties=species:S:1:pos:R:3
V -0.6160 -1.4998 -0.1269
I 1.5679 -6.4514 4.8898
C 0.5901 -4.9236 3.8597
C 0.5148 -3.6545 4.4102
C -0.1178 -2.6444 3.7049
I -0.1733 -0.7144 4.4901
C -0.6907 -2.8509 2.4353
O -1.2494 -1.8923 1.7590
C -0.5924 -4.1625 1.9050
C -1.1453 -4.4011 0.5304
N -0.3820 -3.6520 -0.5009
C 1.0294 -4.0323 -0.5515
C 1.8711 -3.1541 0.3452
C 3.0412 -3.6137 0.9257
C 3.7734 -2.7560 1.7298
C 3.3155 -1.4649 1.9291
C 2.1354 -1.0770 1.3181
N 1.4309 -1.9041 0.5383
C 0.0356 -5.1722 2.6114
H 0.9523 -3.4471 5.3772
H -1.1217 -5.4725 0.3045
H -2.1776 -4.0530 0.4649
H -0.8320 -3.7967 -1.4021
H 1.1792 -5.0810 -0.2734
H 1.3829 -3.9219 -1.5804
H 3.3517 -4.6383 0.7681
H 4.6827 -3.0994 2.2061
H 3.8420 -0.7627 2.5596
H 1.7344 -0.0814 1.4529
H 0.0992 -6.1645 2.1794
C -2.7979 2.1449 1.0594
C -1.9846 1.0070 1.1289
N -1.3472 0.5355 0.0745
C -1.4800 1.1682 -1.1100
C -2.2630 2.3147 -1.2724
C -2.9391 2.7970 -0.1391
C -2.3543 2.9267 -2.5682
C -1.6854 2.4172 -3.6226
C -0.8872 1.2318 -3.4882
C -0.2016 0.6458 -4.5623
C 0.5015 -0.5138 -4.3586
C 0.4915 -1.0956 -3.0886
N -0.1388 -0.5690 -2.0553
C -0.8041 0.5947 -2.2458
H -3.3148 2.4829 1.9468
H -1.8553 0.4426 2.0454
H -3.5747 3.6704 -0.2269
H -2.9772 3.8059 -2.6809
H -1.7564 2.8807 -4.5987
H -0.2435 1.1057 -5.5421
H 1.0354 -1.0007 -5.1621
H 1.0018 -2.0343 -2.9137
C 2.1124 2.4685 -1.4197
N 1.3485 3.3800 -0.5927
C 0.8729 4.6000 -1.2192
C 0.7038 5.6958 -0.1881
C -0.1523 5.1793 0.9493
N 0.3988 3.9456 1.4718
C 0.0488 3.5994 2.8333
C 1.1324 3.0615 0.7217
O 1.5943 2.0341 1.2134
H 3.1258 2.8438 -1.5929
H 1.6178 2.3462 -2.3860
H 2.1740 1.5027 -0.9265
H -0.0736 4.4176 -1.7425
H 1.6042 4.8987 -1.9740
H 0.2412 6.5725 -0.6423
H 1.6818 5.9901 0.1991
H -1.1881 5.0308 0.6159
H -0.1793 5.9069 1.7639
H 0.4254 4.3567 3.5260
H 0.4856 2.6364 3.0787
H -1.0373 3.5391 2.9492
F -4.1829 -2.7653 -2.2653
B -2.9916 -2.0927 -2.3415
F -2.5683 -1.7573 -0.9736
F -3.0825 -0.9033 -3.0524
F -1.9682 -2.9061 -2.8843
```

E_HOMO (spin up / spin down) in eV: -6.775 / -7.442
Spin multiplicity: 4
Kohn-Sham gap (spin up / spin down) in eV: 6.39 / 6.93

Results of the Löwdin charge analysis, in e, for atoms 1 through 5: V 0.835; I 0.828; C -0.757; C -0.235; C -0.628

#2
Density functional theory data (ωB97M-V with the def2-TZVPD basis set) for C31H31BF4I2N6O2V as an isolated structure.

XYZ file:
```
78
Properties=species:S:1:pos:R:3
V 0.1058 -0.5310 0.6596
I 2.4160 5.0297 5.6022
C 1.4411 3.6430 4.3927
C 0.0622 3.6889 4.2481
C -0.5658 2.7527 3.4530
I -2.6322 2.8308 3.2187
C 0.1299 1.7365 2.7562
O -0.5181 0.8912 2.0281
C 1.5420 1.7217 2.9204
C 2.4375 0.7311 2.2152
N 1.8440 -0.6161 2.0528
C 1.4552 -1.2199 3.3348
C 0.1159 -1.9192 3.3319
C -0.3309 -2.5204 4.5036
C -1.5400 -3.1895 4.4998
C -2.2694 -3.2482 3.3193
C -1.7596 -2.6153 2.2045
N -0.5979 -1.9577 2.2067
C 2.1624 2.6578 3.7369
H -0.5183 4.4485 4.7528
H 3.3681 0.6572 2.7923
H 2.6830 1.0743 1.2086
H 2.5375 -1.2076 1.6105
H 1.4156 -0.4299 4.0890
H 2.2129 -1.9365 3.6695
H 0.2726 -2.4505 5.3989
H -1.9096 -3.6544 5.4036
H -3.2181 -3.7608 3.2600
H -2.3056 -2.6141 1.2691
H 3.2389 2.6156 3.8569
C -3.9575 -0.2218 -1.0524
C -2.7605 0.0912 -0.3954
N -1.7022 -0.6894 -0.4443
C -1.7607 -1.8340 -1.1597
C -2.9207 -2.2425 -1.8230
C -4.0379 -1.3919 -1.7598
C -2.9262 -3.4712 -2.5607
C -1.8186 -4.2339 -2.6382
C -0.6022 -3.8246 -1.9980
C 0.5997 -4.5359 -2.1442
C 1.7451 -4.0504 -1.5678
C 1.6689 -2.8727 -0.8170
N 0.5527 -2.1987 -0.6335
C -0.5685 -2.6416 -1.2479
H -4.7907 0.4630 -0.9931
H -2.6554 0.9923 0.1975
H -4.9442 -1.6642 -2.2853
H -3.8355 -3.7585 -3.0719
H -1.8123 -5.1530 -3.2094
H 0.6120 -5.4480 -2.7276
H 2.6951 -4.5528 -1.6801
H 2.5585 -2.4650 -0.3476
C -0.6313 3.0906 -0.2608
N 0.4158 2.9796 -1.2553
C 0.4228 4.0307 -2.2670
C 0.9431 3.5164 -3.5905
C 2.2562 2.8056 -3.3426
N 2.0640 1.7549 -2.3562
C 2.7892 0.5164 -2.5461
C 1.1572 1.8560 -1.3513
O 1.0713 0.9255 -0.5178
H -1.5939 3.2005 -0.7650
H -0.4609 3.9623 0.3778
H -0.6531 2.2066 0.3650
H 1.0236 4.8759 -1.9080
H -0.6045 4.3823 -2.3738
H 1.0783 4.3424 -4.2890
H 0.2335 2.8071 -4.0169
H 3.0269 3.5097 -3.0014
H 2.6198 2.3362 -4.2566
H 2.7673 0.2535 -3.6042
H 2.2943 -0.2774 -1.9975
H 3.8309 0.6073 -2.2202
F -2.0136 -0.5177 -4.1089
B -0.9376 0.2841 -3.7056
F -1.4171 1.3670 -2.9351
F -0.2291 0.7684 -4.8109
F -0.0670 -0.4884 -2.8986
```

E_HOMO (spin up / spin down) in eV: -6.706 / -7.399
Spin multiplicity: 4
Kohn-Sham gap (spin up / spin down) in eV: 6.40 / 6.97

Results of the Löwdin charge analysis, in e, for atoms 1 through 5: V 0.793; I 0.836; C -0.761; C -0.240; C -0.638

#1 (28.8 kJ/mol below the next structure)

#1
Density functional theory data (ωB97M-V with the def2-TZVPD basis set) for a 4-piece molecular cluster, C4H18NO3 overall.

XYZ file:
```
26
Properties=species:S:1:pos:R:3
C 0.2162 -0.8684 0.3603
C -1.3156 -0.8344 0.0598
C -2.1151 0.2160 0.8136
C -1.9794 1.6729 0.3013
N 0.8441 0.2835 -0.4498
H 0.2750 -0.7112 1.4401
H 0.7217 -1.7787 0.0781
H -1.4491 -0.7940 -1.0167
H -1.6180 -1.8576 0.2561
H -3.1761 -0.0118 0.8262
H -1.9755 0.2803 1.8844
H -0.9938 2.0840 0.5087
H -2.8268 2.2015 0.7463
H -1.9550 1.8285 -0.7891
H 0.3604 1.0930 -0.0588
H 0.7304 0.2094 -1.4652
H 1.8671 0.3251 -0.2107
H 3.5927 2.3732 -0.0402
H 2.9416 2.2568 1.3991
O 2.9353 1.9204 0.5031
H 0.2228 -2.9395 2.7071
H 1.2376 -3.7157 1.8902
O 0.5563 -3.0455 1.8000
H 0.3878 0.4115 -4.0843
H 1.4507 -0.6717 -3.9692
O 1.0647 0.0724 -3.4906
```

E_HOMO in eV: -14.736
Net charge: +1
Kohn-Sham gap in eV: 12.07

Results of the Löwdin charge analysis, in e, for atoms 1 through 5: C -0.136; C -0.181; C -0.237; C -0.096; N 0.182

#2
Density functional theory data (ωB97M-V with the def2-TZVPD basis set) for a 4-piece molecular cluster, C4H18NO3 overall.

XYZ file:
```
26
Properties=species:S:1:pos:R:3
C -1.2284 0.5662 -1.0697
C -0.6411 1.7526 -0.2479
C -1.6669 2.8425 0.0301
C -0.0266 1.2105 1.0444
N -0.2709 -0.5480 -1.2119
H -2.1552 0.2876 -0.5622
H -1.6136 0.9506 -2.0027
H 0.1259 2.0873 -0.9518
H -1.7230 3.0743 1.1024
H -1.1451 3.8067 -0.0881
H -2.6359 2.8082 -0.4493
H 0.2409 0.1604 1.0376
H -0.7407 1.1561 1.8659
H 0.8177 1.8054 1.3773
H -0.0385 -0.7796 -2.1519
H 0.5911 -0.3116 -0.7103
H -0.5511 -1.4611 -0.8459
H 2.2864 -2.1793 -0.9748
H 1.4847 -3.3327 -1.5442
O 1.4979 -2.3691 -1.4990
H 2.9491 0.3254 1.2227
H 2.7322 -1.2375 1.3613
O 2.3991 -0.4245 0.9791
H -0.6166 -2.9747 1.9728
H 0.3476 -3.8899 1.2101
O -0.4190 -3.3260 1.1060
```

E_HOMO in eV: -14.527
Net charge: +1
Kohn-Sham gap in eV: 11.54

Results of the Löwdin charge analysis, in e, for atoms 1 through 5: C -0.131; C -0.387; C -0.057; C -0.076; N 0.175

#1 (48.1 kJ/mol below the next structure)

#1
Density functional theory data (ωB97M-V with the def2-TZVPD basis set) for a 2-piece molecular cluster, C4H14N overall.

XYZ file:
```
19
Properties=species:S:1:pos:R:3
C -1.0595 -0.2648 -0.2023
C -0.3091 -1.5910 -0.0523
C -1.0041 -2.5606 0.8187
N -0.2464 0.6976 -1.0741
H -2.0150 -0.3649 -0.7223
H -1.2091 0.2249 0.7590
H 0.6971 -1.4413 0.4645
H -0.0465 -2.0316 -1.0425
H -1.1176 -2.2021 1.9115
H -2.0898 -2.7362 0.5546
H -0.4740 -3.5157 0.8901
H 0.7265 0.8079 -0.7586
H -0.2528 0.3322 -2.0281
H -0.6654 1.6307 -1.0973
C 1.8077 2.5767 0.3239
H 2.5994 1.8579 0.1101
H 2.2607 3.4565 0.7715
H 1.0325 2.1728 0.9790
H 1.3653 2.9512 -0.6054
```

E_HOMO (spin up / spin down) in eV: -20.230 / -20.228
Spin multiplicity: 2
Net charge: +2
Kohn-Sham gap (spin up / spin down) in eV: 12.80 / 4.24

Results of the Löwdin charge analysis, in e, for atoms 1 through 5: C -0.087; C -0.126; C 0.078; N 0.208; H 0.162

#2
Density functional theory data (ωB97M-V with the def2-TZVPD basis set) for a 2-piece molecular cluster, C4H14N overall.

XYZ file:
```
19
Properties=species:S:1:pos:R:3
C 0.9234 2.1255 -2.4028
C 1.3336 1.4599 -0.9915
H 1.6364 2.2461 -3.2253
H 0.7067 3.1330 -1.9543
H 0.0838 1.5161 -2.7210
H 1.3761 0.3780 -1.2307
H 2.3653 1.7668 -0.7345
H 0.6259 1.6521 -0.1820
C -0.8961 -1.9527 0.1071
N -0.2653 -1.3412 1.3439
C -1.2353 -0.6424 2.2686
H -0.1248 -2.3680 -0.5320
H -1.5402 -2.7352 0.5245
H -1.5330 -1.2556 -0.4419
H 0.3783 -0.6034 1.0759
H 0.3190 -2.0864 1.7322
H -1.6374 0.1045 1.5778
H -0.5882 -0.1215 2.9717
H -1.9283 -1.2754 2.8142
```

E_HOMO (spin up / spin down) in eV: -21.636 / -21.636
Spin multiplicity: 2
Net charge: +2
Kohn-Sham gap (spin up / spin down) in eV: 14.41 / 7.01

Results of the Löwdin charge analysis, in e, for atoms 1 through 5: C 0.141; C 0.044; H 0.141; H 0.197; H 0.123

#2 (44.7 kJ/mol below the next structure)

#1
Density functional theory data (ωB97M-V with the def2-TZVPD basis set) for a 3-piece molecular cluster, C3H7O3S overall.

XYZ file:
```
14
Properties=species:S:1:pos:R:3
O -0.7360 -1.9184 0.1312
C -0.5311 -1.1521 1.2103
O -1.0088 -1.5640 2.2661
C 0.0937 0.1213 1.0594
C 0.6126 0.5854 -0.2245
S 0.8868 2.3403 -0.4624
H 0.0764 0.8689 1.8468
H -1.4856 1.2956 -1.9142
H -0.1492 0.2312 -0.9746
H 1.5542 0.0641 -0.4437
H -2.0447 1.5680 -1.5095
H -0.1992 -1.5161 -0.6454
H -0.2899 -1.3622 -2.8560
O 0.2384 -1.2375 -2.0740
```

E_HOMO in eV: -4.327
Net charge: -1
Kohn-Sham gap in eV: 5.36

Results of the Löwdin charge analysis, in e, for atoms 1 through 5: O 0.059; C -0.571; O 0.040; C 0.024; C -0.793

#2
Density functional theory data (ωB97M-V with the def2-TZVPD basis set) for a 2-piece molecular cluster, C3H7O3S overall.

XYZ file:
```
14
Properties=species:S:1:pos:R:3
O -0.7722 -0.6276 -2.9598
C -1.2780 -0.4984 -1.8417
O -2.4603 -0.4570 -1.4457
C -0.2354 -0.2730 -0.6520
C 0.0761 1.1978 -0.5910
S 0.8464 1.6272 1.1716
H 0.6695 -0.8344 -0.8319
H -0.6740 -0.5758 0.3021
H -0.8474 1.7615 -0.6729
H 0.9679 1.6028 -1.0739
H -0.3793 1.7614 1.6904
H 1.3469 -1.6761 1.5143
H 1.0973 -1.2125 2.9694
O 1.6424 -1.7960 2.4211
```

E_HOMO in eV: -4.229
Net charge: -1
Kohn-Sham gap in eV: 7.31

Results of the Löwdin charge analysis, in e, for atoms 1 through 5: O -0.063; C -0.769; O -0.084; C -0.239; C -0.443

#2 (433.0 kJ/mol below the next structure)

#1
Density functional theory data (ωB97M-V with the def2-TZVPD basis set) for one molecule with the formula C4H7N5.

XYZ file:
```
16
Properties=species:S:1:pos:R:3
C -0.6523 0.4928 0.2247
C 0.4276 -0.5260 -0.0741
C -0.1959 1.7292 0.3583
N -1.9459 0.0141 0.4422
N 0.6286 -1.3870 1.0627
N 0.0805 -1.2512 -1.2957
N -0.0947 2.9418 0.1875
C 1.6637 0.3249 -0.2201
N 2.7230 0.6815 -0.4965
H -2.6531 0.7345 0.3901
H -2.1581 -0.8148 -0.1006
H 0.8076 -1.9166 -1.5367
H -0.0374 -0.6189 -2.0802
H -0.2509 -1.8123 1.3302
H 1.3356 -2.0888 0.8765
H 0.3217 3.4967 0.9318
```

E_HOMO in eV: -7.966
SMILES: N#CC(N)(N)C(N)=C=N
Kohn-Sham gap in eV: 8.70

Results of the Löwdin charge analysis, in e, for atoms 1 through 5: C -0.307; C -0.582; C -0.153; N 0.097; N 0.103

#2
Density functional theory data (ωB97M-V with the def2-TZVPD basis set) for one molecule with the formula C4H7N5.

XYZ file:
```
16
Properties=species:S:1:pos:R:3
C 2.2714 -0.2392 0.5902
C -0.8059 0.1317 -0.1594
C -1.0802 -1.2120 -0.2834
C -2.0482 0.8205 0.3396
H 3.6542 -0.6167 -0.6602
H 1.6633 -0.3787 1.5615
H 1.7661 -0.1678 -1.3319
H 0.0988 1.8689 -0.1809
H -0.6322 -2.0863 -0.9139
H -2.2689 1.2767 1.3750
H -2.3582 1.7199 -0.2900
N 3.3812 -0.8483 0.3671
N 1.6005 0.4634 -0.4160
N 0.2880 0.8921 -0.2864
N -2.4574 -1.3277 0.0010
N -3.0724 -0.2966 0.2877
```

E_HOMO in eV: -8.864
SMILES: [H]/N=C\NNC1=CN=NC1
Kohn-Sham gap in eV: 9.36

Results of the Löwdin charge analysis, in e, for atoms 1 through 5: C -0.329; C -0.297; C -0.085; C -0.141; H 0.074

#1 (199.0 kJ/mol below the next structure)